Entry 1:
Molecular formula: C25H48Br2N7O2
Method: DFT, the ωB97M-V functional and the def2-TZVPD basis

Summary:
Multiplicity: 3
HOMO (alpha / beta) (eV): -9.6 / -10.8
LUMO (alpha / beta) (eV): -3.196 / -3.197
F_max (eV/A): 0.90
Kohn-Sham gap (alpha / beta) (eV): 6.4 / 7.6
Charge: +1

Each atom is followed by the atoms it is bonded to, with distances in Å.
Geometry (Å):
1 C 3.943 -5.942 -2.570  C2 1.531, H15 1.090, H16 1.088, H17 1.089
2 C 3.131 -4.720 -3.007  C1 1.531, N3 1.484, H18 1.093, H19 1.085
3 N 1.881 -4.664 -2.209  C2 1.484, N4 1.387, H20 1.019
4 N 0.946 -3.790 -2.745  N3 1.387, C5 1.327, N9 1.376
5 C 0.988 -2.504 -3.069  N4 1.327, N6 1.322, H21 1.077
6 N -0.196 -2.034 -3.420  C5 1.322, C7 1.338
7 C -1.026 -3.079 -3.327  N6 1.338, N8 1.342, N9 1.351
8 N -2.341 -3.070 -3.599  C7 1.342, H22 1.005, H23 1.005
9 N -0.358 -4.185 -2.935  N4 1.376, C7 1.351, C10 1.414
10 C -0.861 -5.470 -2.629  N9 1.414, Br11 1.889, C12 1.333
11 Br -2.000 -5.495 -1.122  C10 1.889
12 C -0.569 -6.579 -3.308  C10 1.333, C13 1.491, Br14 1.881
13 C -1.051 -7.948 -2.965  C12 1.491, H24 1.089, H25 1.092, H26 1.087
14 Br 0.448 -6.446 -4.886  C12 1.881
15 H 3.572 -6.336 -1.624  C1 1.090
16 H 3.895 -6.732 -3.316  C1 1.088
17 H 4.989 -5.674 -2.426  C1 1.089
18 H 3.717 -3.807 -2.876  C2 1.093
19 H 2.838 -4.797 -4.049  C2 1.085
20 H 2.082 -4.322 -1.270  N3 1.019
21 H 1.891 -1.919 -3.004  C5 1.077
22 H -3.009 -3.548 -3.019  N8 1.005
23 H -2.659 -2.602 -4.429  N8 1.005
24 H -1.068 -8.093 -1.886  C13 1.089
25 H -2.064 -8.082 -3.347  C13 1.092
26 H -0.410 -8.700 -3.417  C13 1.087
27 C 0.813 0.419 0.141  C28 1.531, H38 1.083, H39 1.093, H40 1.092
28 C 0.514 -0.808 1.005  C27 1.531, C29 1.534, N33 1.500, C37 1.523
29 C -0.613 -0.527 2.007  C28 1.534, C30 1.526, H41 1.095, H42 1.093
30 C -0.176 0.341 3.183  C29 1.526, C31 1.527, H43 1.093, H44 1.091
31 C 1.045 -0.264 3.874  C30 1.527, C32 1.531, H45 1.092, H46 1.094
32 C 2.224 -0.492 2.924  C31 1.531, N33 1.506, C35 1.535, C36 1.524
33 N 1.740 -1.276 1.733  C28 1.500, C32 1.506, O34 1.284
34 O 1.751 -2.546 1.919  N33 1.284
35 C 2.850 0.849 2.519  C32 1.535, H47 1.091, H48 1.090, H49 1.086
36 C 3.313 -1.307 3.612  C32 1.524, H50 1.086, H51 1.090, H52 1.090
37 C 0.083 -1.922 0.061  C28 1.523, H53 1.092, H54 1.093, H55 1.088
38 H 1.200 1.266 0.693  C27 1.083
39 H 1.541 0.171 -0.636  C27 1.093
40 H -0.102 0.752 -0.352  C27 1.092
41 H -0.984 -1.482 2.393  C29 1.095
42 H -1.443 -0.059 1.471  C29 1.093
43 H 0.029 1.359 2.844  C30 1.093
44 H -0.995 0.417 3.900  C30 1.091
45 H 1.384 0.383 4.687  C31 1.092
46 H 0.762 -1.220 4.324  C31 1.094
47 H 3.516 0.728 1.663  C35 1.091
48 H 3.443 1.220 3.354  C35 1.090
49 H 2.125 1.626 2.291  C35 1.086
50 H 2.932 -2.244 4.008  C36 1.086
51 H 3.713 -0.719 4.439  C36 1.090
52 H 4.128 -1.531 2.923  C36 1.090
53 H 0.924 -2.221 -0.567  C37 1.092
54 H -0.727 -1.559 -0.576  C37 1.093
55 H -0.265 -2.801 0.601  C37 1.088
56 C -2.245 6.800 -0.511  C57 1.532, H67 1.084, H68 1.091, H69 1.091
57 C -1.081 5.900 -0.085  C56 1.532, C58 1.534, N62 1.502, C66 1.525
58 C -0.935 4.695 -1.024  C57 1.534, C59 1.527, H70 1.095, H71 1.092
59 C -1.996 3.616 -0.816  C58 1.527, C60 1.527, H72 1.093, H73 1.093
60 C -2.032 3.174 0.646  C59 1.527, C61 1.531, H74 1.094, H75 1.096
61 C -2.254 4.337 1.617  C60 1.531, N62 1.501, C64 1.536, C65 1.524
62 N -1.244 5.408 1.324  C57 1.502, C61 1.501, O63 1.283
63 O -0.121 5.192 1.905  N62 1.283
64 C -3.699 4.846 1.515  C61 1.536, H76 1.090, H77 1.090, H78 1.086
65 C -2.056 3.878 3.057  C61 1.524, H79 1.086, H80 1.092, H81 1.090
66 C 0.179 6.756 -0.153  C57 1.525, H82 1.089, H83 1.092, H84 1.086
67 H -3.220 6.329 -0.456  C56 1.084
68 H -2.271 7.698 0.107  C56 1.091
69 H -2.093 7.106 -1.547  C56 1.091
70 H 0.053 4.250 -0.864  C58 1.095
71 H -0.955 5.059 -2.053  C58 1.092
72 H -2.977 3.975 -1.136  C59 1.093
73 H -1.763 2.757 -1.450  C59 1.093
74 H -2.821 2.433 0.803  C60 1.094
75 H -1.079 2.690 0.887  C60 1.096
76 H -3.804 5.815 2.004  C64 1.090
77 H -4.355 4.138 2.024  C64 1.090
78 H -4.065 4.930 0.496  C64 1.086
79 H -1.082 3.426 3.219  C65 1.086
80 H -2.820 3.135 3.296  C65 1.092
81 H -2.163 4.710 3.754  C65 1.090
82 H 0.146 7.556 0.585  C66 1.089
83 H 0.236 7.204 -1.147  C66 1.092
84 H 1.079 6.173 0.018  C66 1.086

Entry 2:
Molecular formula: C4H8S
Method: DFT, the ωB97M-V functional and the def2-TZVPD basis

Summary:
HOMO (eV): -8.6
Energy relative to the best compared isomer or geometry (same formula, charge and spin) (kcal per mole): 3.7
LUMO (eV): 1.027
F_max (eV/A): 3.08
Kohn-Sham gap (eV): 9.6

Each atom is followed by the atoms it is bonded to, with distances in Å.
Geometry (Å):
1 C 1.213 1.444 -0.523  C2 1.493, H6 1.074, H7 1.085, H8 1.074
2 C 0.629 0.081 -0.692  C1 1.493, S3 1.835, C4 1.500, H9 1.122
3 S -1.155 -0.348 -0.713  C2 1.835, C4 1.883
4 C 0.224 -0.714 0.515  C2 1.500, S3 1.883, C5 1.474, H10 1.105
5 C 0.065 -0.275 1.913  C4 1.474, H11 1.098, H12 1.124, H13 1.086
6 H 2.263 1.343 -0.321  C1 1.074
7 H 0.670 2.062 0.186  C1 1.085
8 H 1.121 1.943 -1.469  C1 1.074
9 H 1.202 -0.494 -1.467  C2 1.122
10 H 0.465 -1.774 0.319  C4 1.105
11 H -0.127 0.792 2.084  C5 1.098
12 H -0.811 -0.839 2.333  C5 1.124
13 H 0.914 -0.675 2.461  C5 1.086